1.
Entry from the Open Molecules 2025 dataset: C56H39Cl5NO5PS4Se3SiV as an isolated structure at a distorted geometry (ωB97M-V with the def2-TZVPD basis set).

Element x y z (Å)
V -0.02 0.10 -0.11
Se 2.54 -2.98 1.88
P 0.65 -3.72 1.20
Se -0.92 -2.73 0.01
C -0.17 -4.70 2.51
C 0.60 -5.18 3.56
C 0.03 -5.95 4.55
C -1.33 -6.24 4.51
C -2.10 -5.75 3.46
C -1.52 -5.00 2.46
C 1.12 -5.21 0.17
C 0.45 -5.55 -1.00
C 0.83 -6.66 -1.74
C 1.88 -7.45 -1.31
C 2.54 -7.13 -0.14
C 2.16 -6.02 0.60
H 1.65 -4.92 3.61
H 0.62 -6.32 5.38
H -1.79 -6.81 5.30
H -3.16 -5.97 3.43
H -2.11 -4.61 1.64
H -0.36 -4.92 -1.34
H 0.30 -6.89 -2.65
H 2.19 -8.31 -1.90
H 3.37 -7.73 0.20
H 2.70 -5.75 1.49
Cl 1.95 -2.36 -1.32
C 1.47 -1.19 -2.45
C 0.78 -0.07 -1.99
C 0.54 0.90 -2.97
Cl -0.25 2.35 -2.51
C 0.92 0.78 -4.30
Cl 0.58 2.02 -5.43
C 1.53 -0.39 -4.73
Cl 1.95 -0.60 -6.37
C 1.82 -1.38 -3.79
Cl 2.59 -2.83 -4.28
O -1.44 0.46 -0.77
C -2.72 0.50 -1.23
C -2.73 0.49 -2.76
C -3.31 1.37 -3.63
C -3.15 0.98 -4.98
C -2.46 -0.18 -5.10
S -1.99 -0.84 -3.58
C -3.57 -0.69 -0.79
C -3.69 -1.26 0.44
C -4.70 -2.25 0.49
C -5.36 -2.40 -0.68
S -4.73 -1.35 -1.90
C -3.44 1.73 -0.71
C -4.72 1.84 -0.26
C -5.04 3.13 0.20
C -3.99 3.98 0.10
S -2.60 3.23 -0.57
H -3.83 2.25 -3.32
H -3.53 1.54 -5.81
H -2.19 -0.71 -6.00
H -3.08 -0.97 1.28
H -4.91 -2.82 1.38
H -6.16 -3.07 -0.93
H -5.42 1.02 -0.26
H -6.00 3.40 0.61
H -3.95 5.01 0.39
S -0.43 4.27 3.85
C -0.33 3.34 2.36
N -1.34 2.64 2.06
C -2.32 2.72 3.01
C -3.52 2.03 3.01
C -4.42 2.26 4.03
C -4.15 3.20 5.03
C -2.95 3.87 5.06
C -2.02 3.62 4.07
H 0.56 3.42 1.76
H -3.71 1.31 2.23
H -5.36 1.72 4.05
H -4.89 3.38 5.80
H -2.73 4.58 5.85
O -0.21 -2.07 2.90
Se -0.05 -0.56 2.42
O 0.41 0.39 3.60
O 1.00 -0.48 1.11
O -1.42 0.00 1.83
C 3.15 5.38 -2.44
C 1.94 5.30 -1.79
C 1.61 4.17 -1.06
C 2.50 3.10 -0.94
C 3.74 3.24 -1.54
C 4.06 4.35 -2.30
Si 2.14 1.49 0.09
C 2.77 2.10 1.81
C 2.91 1.22 2.88
C 3.31 1.66 4.13
C 3.60 2.99 4.33
C 3.50 3.88 3.27
C 3.08 3.44 2.03
C 3.61 0.35 -0.48
C 4.41 -0.33 0.43
C 5.38 -1.23 0.03
C 5.57 -1.49 -1.32
C 4.82 -0.79 -2.25
C 3.87 0.13 -1.83
H 3.40 6.25 -3.04
H 1.23 6.11 -1.86
H 0.65 4.12 -0.57
H 4.48 2.47 -1.41
H 5.03 4.40 -2.78
H 2.69 0.17 2.74
H 3.37 0.95 4.94
H 3.90 3.34 5.31
H 3.75 4.93 3.41
H 3.00 4.15 1.22
H 4.29 -0.17 1.49
H 5.97 -1.75 0.77
H 6.28 -2.23 -1.64
H 4.96 -0.97 -3.31
H 3.32 0.69 -2.57

Computed properties:
<S²>: 0.769
Charge: -2
Multiplicity: 2
Electronic energy: -415278.963 eV
HOMO-LUMO gap (alpha / beta): 6.095 / 6.103 eV

These are the Mulliken partial charges, in e, on atoms 1 to 8: atom 1 (V): -0.51, atom 2 (Se): -0.41, atom 3 (P): 0.08, atom 4 (Se): -0.28, atom 5 (C): 1.14, atom 6 (C): -0.42, atom 7 (C): -0.77, atom 8 (C): -0.43

2.
Entry from the Open Molecules 2025 dataset: a 21-piece molecular cluster, C13H66N4O21PS overall at a distorted geometry (ωB97M-V with the def2-TZVPD basis set).

Element x y z (Å)
O -0.34 -3.52 -1.28
S 1.51 1.28 2.47
N -0.56 -2.38 -0.87
N 0.30 3.95 1.78
N -1.29 2.03 3.00
N -0.57 1.76 0.43
C -1.45 -1.65 -2.99
C 0.96 -1.25 -2.58
C -1.41 -3.03 1.44
C 0.94 -2.37 1.10
C 1.31 4.60 2.57
C 1.54 4.14 1.12
C -2.25 3.10 3.10
C -1.23 2.84 4.22
C -0.80 0.07 -1.32
C -0.88 -0.66 1.04
C -0.29 0.35 0.09
C -0.45 -1.30 -1.89
C -0.51 -2.13 0.61
P -0.03 2.31 1.94
H -1.56 1.90 0.55
H -2.44 -1.75 -2.50
H -1.44 -0.92 -3.80
H -1.33 -2.63 -3.40
H 1.22 -2.27 -2.98
H 1.03 -0.58 -3.40
H 1.64 -0.92 -1.84
H -2.42 -2.65 1.49
H -1.10 -3.09 2.48
H -1.42 -4.01 1.06
H 1.40 -3.28 0.78
H 0.91 -2.34 2.17
H 1.68 -1.62 0.72
H 1.30 5.65 2.89
H 1.91 4.02 3.26
H 2.33 3.42 1.01
H 1.56 4.83 0.28
H -2.35 4.07 2.57
H -3.27 2.83 3.25
H -0.39 3.54 4.43
H -1.52 2.43 5.21
H -1.91 0.20 -1.26
H -0.53 0.80 -2.04
H -0.62 -0.50 2.07
H -1.95 -0.55 0.90
H 0.77 0.15 0.15
O 4.43 4.99 2.67
H 5.14 5.30 2.02
H 4.22 5.75 3.30
O 2.31 -4.18 -1.40
H 2.75 -3.81 -0.57
H 1.38 -3.78 -1.48
O 0.18 -5.75 0.01
H 0.42 -6.30 -0.80
H 0.04 -4.80 -0.28
O -0.06 -5.00 -3.78
H -0.23 -4.32 -3.05
H 0.75 -4.69 -4.31
O -3.50 1.97 0.15
H -3.14 2.26 -0.75
H -4.29 2.56 0.39
O 3.60 6.38 -0.57
H 3.27 6.52 -1.52
H 3.82 5.41 -0.45
O -2.98 -4.04 -1.23
H -2.01 -3.76 -1.26
H -3.02 -5.03 -1.04
O -1.47 6.02 1.32
H -1.89 5.99 2.24
H -0.80 5.26 1.26
O 1.52 2.44 -1.33
H 0.64 2.16 -0.91
H 2.21 1.73 -1.09
O 1.25 -4.34 4.12
H 1.05 -4.44 5.10
H 0.88 -5.14 3.63
O -2.28 -2.89 -5.99
H -2.71 -3.68 -6.44
H -1.29 -3.09 -5.87
O -3.24 0.29 3.90
H -2.57 0.95 3.53
H -3.82 -0.04 3.14
O -2.70 6.33 4.03
H -2.90 7.31 4.20
H -2.65 5.86 4.92
O 3.40 0.91 -0.08
H 3.57 -0.08 -0.18
H 3.15 1.09 0.89
O 4.38 2.15 2.70
H 4.46 3.15 2.57
H 3.41 1.93 2.86
O -2.52 -6.41 0.03
H -1.52 -6.48 -0.13
H -2.68 -6.21 1.00
O 3.42 -3.56 -4.02
H 3.18 -4.32 -4.64
H 3.29 -3.87 -3.07
O -2.40 0.11 -5.81
H -1.84 -0.71 -5.60
H -2.01 0.55 -6.64
O -4.34 -3.38 -3.84
H -3.83 -2.98 -4.62
H -3.73 -3.37 -3.04
O 4.57 3.69 -0.57
H 5.40 3.83 -1.13
H 4.37 2.70 -0.54

Computed properties:
Charge: -1
Electronic energy: -83632.252 eV
HOMO-LUMO gap: 4.422 eV

These are the Mulliken partial charges, in e, on atoms 1 to 8: atom 1 (O): 0.13, atom 2 (S): -0.63, atom 3 (N): 1.30, atom 4 (N): 0.10, atom 5 (N): 0.15, atom 6 (N): 0.10, atom 7 (C): -2.06, atom 8 (C): -1.79

3.
Entry from the Open Molecules 2025 dataset: a 2-piece molecular cluster, C29H39N4O3 overall at a distorted geometry (ωB97M-V with the def2-TZVPD basis set).

Element x y z (Å)
C 5.47 -1.04 -0.07
N 4.15 -0.59 0.30
C 3.97 0.40 1.23
O 4.88 0.98 1.82
C 2.48 0.64 1.37
C 2.09 2.08 1.06
C 2.63 3.07 2.07
C 3.35 4.19 1.63
C 3.91 5.06 2.56
C 3.73 4.83 3.93
C 2.97 3.74 4.37
C 2.41 2.86 3.44
N 1.93 -0.31 0.39
C 0.59 -0.33 0.17
C -0.02 -1.23 -0.71
C -1.40 -1.40 -0.86
C -1.97 -2.44 -1.70
C -1.06 -3.04 -2.63
C -1.42 -4.17 -3.36
N -0.45 -5.01 -3.94
O -0.89 -6.04 -4.51
O 0.77 -4.74 -3.88
C -2.74 -4.62 -3.38
C -3.68 -3.97 -2.60
C -3.33 -2.90 -1.75
C 2.94 -1.12 -0.30
C 2.94 -0.88 -1.82
C 2.85 -2.63 0.00
H 6.21 -0.45 0.49
H 5.60 -2.11 0.17
H 5.64 -0.90 -1.15
H 2.16 0.35 2.39
H 2.46 2.34 0.06
H 0.99 2.16 1.03
H 3.47 4.34 0.55
H 4.50 5.91 2.21
H 4.19 5.51 4.66
H 2.82 3.56 5.44
H 1.81 2.00 3.76
H 0.00 0.32 0.85
H 0.66 -1.88 -1.25
H -1.95 -0.99 0.05
H -0.03 -2.69 -2.73
H -2.96 -5.48 -4.00
H -4.71 -4.34 -2.63
H -4.11 -2.50 -1.09
H 3.06 0.19 -2.02
H 3.77 -1.43 -2.27
H 2.01 -1.22 -2.28
H 3.05 -2.81 1.07
H 1.87 -3.05 -0.25
H 3.61 -3.16 -0.59
C -4.19 2.18 2.19
C -4.07 0.94 1.32
C -3.85 -0.28 2.19
C -3.01 1.11 0.24
C -3.29 2.28 -0.69
C -2.97 1.80 -2.10
C -3.02 0.28 -2.06
N -2.97 -0.13 -0.64
H -3.23 2.41 2.68
H -4.49 3.07 1.62
H -4.94 2.03 2.98
H -5.03 0.82 0.78
H -2.87 -0.26 2.67
H -4.61 -0.32 2.98
H -3.95 -1.22 1.65
H -2.03 1.19 0.72
H -4.35 2.54 -0.62
H -2.70 3.16 -0.38
H -3.72 2.13 -2.83
H -1.99 2.17 -2.44
H -3.95 -0.12 -2.50
H -2.18 -0.14 -2.62
H -3.81 -0.68 -0.42

Computed properties:
Charge: +1
Electronic energy: -42796.891 eV
HOMO-LUMO gap: 6.561 eV

These are the Mulliken partial charges, in e, on atoms 1 to 8: atom 1 (C): -0.93, atom 2 (N): 0.28, atom 3 (C): 0.15, atom 4 (O): -0.68, atom 5 (C): 0.10, atom 6 (C): -0.28, atom 7 (C): 0.53, atom 8 (C): -0.36

4.
Entry from the Open Molecules 2025 dataset: an isolated ion of composition C8H15N2O2 and charge +1 at a distorted geometry (ωB97M-V with the def2-TZVPD basis set).

Element x y z (Å)
C 1.21 1.91 0.91
O 0.90 1.28 -0.28
C 0.90 -0.08 -0.45
C 0.54 -0.50 -1.88
C 2.01 -0.87 0.22
N 2.13 -2.19 -0.27
N -0.70 -0.32 0.41
C -0.80 -0.55 1.66
O -1.84 -0.13 2.26
C -2.49 0.61 1.32
C -1.92 0.33 0.10
C -2.58 0.63 -1.29
H 0.50 1.58 1.70
H 1.22 2.95 0.55
H 2.14 1.54 1.34
H 0.47 -1.56 -2.05
H 1.32 -0.10 -2.40
H -0.41 0.04 -2.03
H 2.96 -0.33 0.10
H 1.87 -0.95 1.37
H 3.02 -2.70 -0.07
H 1.18 -2.75 -0.25
H -0.13 -1.22 2.13
H -3.36 1.28 1.56
H -2.16 0.15 -2.11
H -3.50 0.22 -1.20
H -2.47 1.74 -1.35

Computed properties:
SMILES string: CO[C@@](C)(CN)[n+]1cocc1C
Charge: +1
Electronic energy: -15604.668 eV
HOMO-LUMO gap: 9.868 eV

These are the Mulliken partial charges, in e, on atoms 1 to 8: atom 1 (C): -0.63, atom 2 (O): -0.35, atom 3 (C): 0.96, atom 4 (C): -1.19, atom 5 (C): -0.83, atom 6 (N): -0.55, atom 7 (N): 0.21, atom 8 (C): -0.24

5.
Entry from the Open Molecules 2025 dataset: an isolated ion of composition C5H16N3 and charge +1 at a distorted geometry (ωB97M-V with the def2-TZVPD basis set).

Element x y z (Å)
N -1.23 -0.84 3.10
C -1.65 0.25 2.25
N -1.20 0.31 0.86
C -0.96 -0.94 0.19
C -0.40 -0.72 -1.21
C 1.14 -0.58 -1.27
C 1.64 0.45 -2.28
N 2.15 1.68 -1.61
H -1.36 -1.75 2.68
H -0.27 -0.83 3.42
H -2.74 0.23 2.29
H -1.36 1.19 2.74
H -0.39 0.92 0.73
H -0.21 -1.58 0.68
H -1.86 -1.50 0.12
H -0.84 0.18 -1.62
H -0.75 -1.49 -1.90
H 1.50 -0.30 -0.27
H 1.54 -1.54 -1.50
H 0.85 0.69 -2.99
H 2.41 0.04 -2.94
H 1.47 2.01 -0.92
H 3.02 1.50 -1.12
H 2.28 2.42 -2.31

Computed properties:
SMILES string: NCNCCCC[NH3+]
Charge: +1
Electronic energy: -9907.601 eV
HOMO-LUMO gap: 7.883 eV

These are the Mulliken partial charges, in e, on atoms 1 to 8: atom 1 (N): -0.56, atom 2 (C): -0.61, atom 3 (N): -0.23, atom 4 (C): -0.77, atom 5 (C): -0.88, atom 6 (C): -0.69, atom 7 (C): -0.73, atom 8 (N): -0.25

6.
Entry from the Open Molecules 2025 dataset: C3H12N6O3Sn as an isolated structure at a distorted geometry (ωB97M-V with the def2-TZVPD basis set).

Element x y z (Å)
Sn 1.16 1.21 -0.33
C -2.62 1.49 -1.92
O -1.45 1.15 -1.79
N -3.32 1.14 -2.89
N -3.25 2.31 -1.19
H -2.91 0.38 -3.41
H -4.32 1.30 -2.86
H -2.58 2.90 -0.73
H -3.99 2.78 -1.69
C 4.74 0.18 1.26
O 3.93 0.94 0.72
N 4.47 -0.84 2.04
N 5.98 0.11 0.95
H 5.27 -1.39 2.33
H 3.54 -1.07 2.35
H 6.14 0.47 0.02
H 6.50 -0.62 1.42
C -1.72 -1.28 0.86
O -0.84 -0.48 1.12
N -1.63 -2.43 0.23
N -3.01 -1.03 1.13
H -2.47 -2.98 0.35
H -0.76 -2.84 -0.07
H -3.67 -1.20 0.39
H -3.16 -0.21 1.70

Computed properties:
Charge: +2
Electronic energy: -24204.118 eV
HOMO-LUMO gap: 6.012 eV

These are the Mulliken partial charges, in e, on atoms 1 to 8: atom 1 (Sn): 1.68, atom 2 (C): 0.58, atom 3 (O): -0.56, atom 4 (N): -0.41, atom 5 (N): -0.45, atom 6 (H): 0.26, atom 7 (H): 0.21, atom 8 (H): 0.22

7.
Entry from the Open Molecules 2025 dataset: a 2-piece molecular cluster, C3H8OSi overall at a distorted geometry (ωB97M-V with the def2-TZVPD basis set).

Element x y z (Å)
O 1.33 -1.80 1.47
Si 1.47 -2.63 2.70
H 0.32 -3.52 3.20
H 2.43 -2.72 3.77
C -0.60 0.78 0.01
C -0.69 1.73 -0.87
C -0.74 1.27 -2.31
H -0.68 -0.17 -0.34
H -0.34 0.78 1.11
H -0.43 2.72 -0.71
H -1.61 0.83 -2.62
H 0.04 0.59 -2.44
H -0.50 2.13 -2.97

Computed properties:
SMILES string: O=[SiH2].C=CC
Electronic energy: -13163.411 eV
HOMO-LUMO gap: 8.864 eV

These are the Mulliken partial charges, in e, on atoms 1 to 8: atom 1 (O): -0.29, atom 2 (Si): 0.41, atom 3 (H): -0.06, atom 4 (H): -0.06, atom 5 (C): -0.77, atom 6 (C): 0.11, atom 7 (C): -1.13, atom 8 (H): 0.26